This record from OMol25 describes 9 unconnected molecules or ions with the total composition C22H29N9O2. The level of theory is the ωB97M-V functional and the def2-TZVPD basis.

Properties
* Kohn-Sham gap: 9.48 eV
* spin multiplicity: 1
* E_HOMO: -10.3 eV
* energy relative to the best compared isomer or geometry (same formula, charge and spin): 292.3 kJ/mol
* molecular weight: 451.535 g/mol
* structure (SMILES): O=[N+]([O-])c1ccccc1.CC#N.CC#N.CC#N.CC#N.CC#N.CC#N.CC#N.CC#N

Atoms and positions in Å:
O -11.61634 -3.86807 -22.07622
O -10.67689 -4.70427 -23.80854
N -10.01763 -0.90306 -19.53829
N -7.33332 -7.93174 -16.03330
N -7.15091 -4.00047 -16.46406
N -8.39726 0.13398 -24.37752
N -10.69074 -4.41637 -22.62744
N -12.95660 -9.94630 -22.18338
N -12.10618 -4.37507 -29.54324
N -4.49798 -2.53784 -23.59118
N -6.73378 -6.51082 -24.72700
C -8.18965 -4.24857 -19.91940
C -5.64210 -4.37483 -14.36392
C -9.49105 -4.76349 -21.82656
C -12.23305 -7.55196 -22.94570
C -7.59920 -6.08480 -21.34493
C -10.58256 -0.65242 -23.20796
C -9.38686 -0.17849 -23.89521
C -8.10929 -7.31129 -16.60919
C -5.62790 -2.70269 -23.47629
C -11.82779 -4.14535 -26.96737
C -4.58046 -5.67168 -25.93046
C -8.65921 -5.80199 -22.19231
C -7.05904 -2.91291 -23.33140
C -11.99157 -4.28687 -28.40507
C -9.31358 -3.99614 -20.68150
C -6.48344 -4.16707 -15.54995
C -12.67350 -8.88712 -22.50810
C -10.57273 -0.05683 -18.99586
C -9.11578 -6.53447 -17.33827
C -7.33246 -5.30263 -20.22294
C -5.79508 -6.14762 -25.28540
C -11.27997 1.04312 -18.35292
H -12.94245 -7.06014 -23.60788
H -6.44550 -5.39582 -19.61183
H -11.32267 -7.60054 -23.54083
H -10.87607 -0.13022 -22.30266
H -7.66132 -2.51804 -24.14439
H -6.85258 -6.79726 -21.67419
H -11.81687 -3.10044 -26.66931
H -5.19140 -3.40222 -14.15276
H -3.87284 -5.34620 -25.16710
H -11.63592 0.78448 -17.36137
H -9.12492 -6.87323 -18.37276
H -4.89461 -5.09463 -14.69280
H -12.09353 -6.99907 -22.01802
H -4.79988 -4.85037 -26.60768
H -12.09974 1.40524 -18.96928
H -7.20647 -3.99913 -23.37192
H -10.54629 1.85239 -18.30756
H -9.95674 -3.14957 -20.49404
H -8.82498 -6.33566 -23.11684
H -10.05804 -6.75525 -16.83900
H -10.23324 -1.61785 -22.81305
H -7.93334 -3.54002 -19.14048
H -11.37352 -0.78562 -23.93930
H -8.85399 -5.48043 -17.31430
H -12.42665 -4.79144 -26.33071
H -10.82557 -4.49639 -26.68568
H -4.04650 -6.44176 -26.48559
H -6.17041 -4.65503 -13.45962
H -7.48409 -2.67936 -22.35766